(1)
C16H14BaN6O6S | ωB97M-V with the def2-TZVPD basis set

Kohn-Sham gap: 7.66 eV
ΔE to the lowest compared entry with this formula, charge and spin: 17.38 kcal per mole
HOMO energy: -8.361 eV

```
! RIJCOSX wB97M-V def2-TZVPD def2/J DEFGRID3
* xyz 0 1
Ba -0.3354 -0.1517 0.4727
N -3.5703 -4.1573 5.1879
C -2.8635 -2.9960 4.9217
C -2.6067 -2.5991 3.6120
C -1.9491 -1.4052 3.3608
C -1.5136 -0.5822 4.3865
C -1.7621 -0.9909 5.6989
C -2.4254 -2.1700 5.9618
S -0.8007 1.0420 4.2894
O -1.8850 1.9712 4.4674
O 0.2832 1.0460 5.2332
N -0.2518 1.1306 2.7487
C 0.2820 2.3181 2.3562
N 0.5625 2.3993 1.0231
C 1.1313 3.5214 0.5798
C 1.4193 4.5835 1.4032
C 1.0682 4.4118 2.7448
N 0.5193 3.3185 3.2249
H -3.5824 -4.8457 4.4533
H -3.4337 -4.5594 6.1003
H -2.9104 -3.2275 2.7829
H -1.7640 -1.2092 2.3160
H -1.4233 -0.3686 6.5161
H -2.6103 -2.4616 6.9888
H 1.3500 3.5602 -0.4825
H 1.8753 5.4892 1.0360
H 1.2461 5.2064 3.4637
C 3.8131 -2.1492 0.2902
C 2.5581 -2.9340 0.1443
N 1.3456 -2.4420 -0.0264
C 0.4890 -3.5315 -0.0923
C 1.2136 -4.6812 0.0487
N 2.5147 -4.2789 0.1866
C 0.9301 -6.1424 0.1070
O -0.3229 -6.5097 0.0349
O 1.8630 -6.9053 0.2198
C -0.9940 -3.3684 -0.2814
O -1.7003 -4.3806 -0.1428
O -1.4138 -2.2072 -0.5594
H 3.5871 -1.0878 0.2200
H 4.5284 -2.4004 -0.4934
H 4.2860 -2.3375 1.2544
H 3.2702 -4.9389 0.3006
H -0.9286 -5.6940 -0.0360
*
```

Löwdin atomic charge list, values in e, 6 entries: 2.007, 0.104, -0.316, -0.019, -0.097, -0.279

---

(2)
C16H14Br4O3SSe2Te2Zr | ωB97M-V with the def2-TZVPD basis set

Kohn-Sham gap: 6.82 eV
ΔE to the lowest compared entry with this formula, charge and spin: 7.70 kcal per mole
HOMO energy: -7.591 eV

```
! RIJCOSX wB97M-V def2-TZVPD def2/J DEFGRID3
* xyz 0 1
Zr 1.1670 -0.2683 -0.6872
C -0.4931 2.7374 0.4919
C -0.9599 3.0343 -0.7852
C -0.1186 3.6492 -1.7058
C 1.2002 3.9201 -1.3673
C 1.6764 3.5893 -0.1051
C 0.8205 3.0296 0.8326
H -1.1692 2.3371 1.2359
H -1.9936 2.8315 -1.0440
H -0.4934 3.9261 -2.6846
H 1.8573 4.3884 -2.0892
H 2.7028 3.8063 0.1644
H 1.1637 2.8633 1.8461
Se 1.6540 -2.7118 0.3356
Te 2.1408 -2.9418 -2.1179
Te 3.3729 -0.6132 -2.7541
Se 1.3902 0.9076 -3.0552
Br 0.6591 -0.5536 6.0649
C 1.2856 -0.1675 4.3339
C 2.6178 0.1707 4.1136
Br 3.8083 0.3615 5.5583
C 3.0744 0.3746 2.8082
Br 4.8680 0.7626 2.4136
C 2.2161 0.2870 1.7249
O 2.6256 0.4192 0.4439
C 0.8400 0.0256 1.9570
O 0.0000 0.0063 0.8826
C 0.4062 -0.2361 3.2471
Br -1.4122 -0.7077 3.4420
O -0.5369 -1.1302 -1.5137
S -1.9727 -1.1010 -0.9302
C -2.2070 -2.7906 -0.3238
C -2.9161 -3.5991 -1.4261
C -2.6070 -2.8856 -2.7374
C -2.9084 -1.4198 -2.4363
H -2.7607 -2.7375 0.6125
H -1.1905 -3.1326 -0.1118
H -3.9935 -3.5980 -1.2488
H -2.5757 -4.6334 -1.4282
H -3.1775 -3.2632 -3.5855
H -1.5467 -2.9798 -2.9725
H -3.9660 -1.2434 -2.2156
H -2.5479 -0.7133 -3.1839
*
```

Löwdin atomic charge list, values in e, 6 entries: 0.918, -0.102, -0.103, -0.151, -0.138, -0.083

---

(3)
C16H14Cl5HgN2O2Te | ωB97M-V with the def2-TZVPD basis set

Kohn-Sham gap (spin up / spin down): 6.98 / 7.35 eV
ΔE to the lowest compared entry with this formula, charge and spin: 5.03 kcal per mole
HOMO energy (spin up / spin down): -6.902 / -8.125 eV

```
! RIJCOSX wB97M-V def2-TZVPD def2/J DEFGRID3
* xyz 0 2
Hg 2.1648 0.5243 -0.9353
C 2.7701 2.4658 -6.4171
O 1.5324 2.0862 -5.7530
C 1.5119 1.8602 -4.4055
O 2.4778 1.6628 -3.7665
N 0.1645 1.8665 -4.0430
N -0.1591 1.7424 -2.6643
H 3.6194 2.0900 -5.8324
H 2.7863 3.5716 -6.4928
H 2.6934 1.9256 -7.3641
H -0.4083 2.3972 -4.6344
H -0.8029 0.9316 -2.4987
H -0.4048 2.6499 -2.2330
C -1.5568 -3.1892 -0.4117
Te -1.0868 -1.2464 -1.1459
C -2.3951 -0.5943 0.3796
C -2.2534 -1.6750 1.4724
C -2.4374 -1.3550 2.7912
C -2.2902 -2.3313 3.7368
C -1.8944 -3.6314 3.3635
C -1.7123 -3.9694 2.0599
C -1.7817 -2.9984 1.0881
H -0.8473 -3.9057 -0.7067
H -2.4979 -3.4799 -0.9159
H -3.4591 -0.5153 0.0640
H -2.0555 0.3504 0.8363
H -2.5486 -0.3035 3.1252
H -2.2697 -2.0714 4.7810
H -1.7816 -4.3015 4.2079
H -1.2875 -4.9460 1.7103
Cl 1.7956 -1.8003 1.8036
C 1.4977 -0.1065 2.1866
C 1.5985 0.8268 1.1697
C 1.6141 2.1631 1.5373
Cl 1.8750 3.4429 0.3140
C 1.3761 2.6092 2.8317
Cl 1.4304 4.2842 3.1791
C 1.2816 1.6133 3.8373
Cl 1.2796 2.0530 5.5285
C 1.3409 0.2670 3.5074
Cl 1.1201 -0.9636 4.7090
*
```

Löwdin atomic charge list, values in e, 6 entries: 0.829, -0.025, -0.075, -0.591, 0.037, 0.004

---

(4)
C16H14ClIrN3O2S5Sb | ωB97M-V with the def2-TZVPD basis set

Kohn-Sham gap (spin up / spin down): 5.55 / 5.23 eV
ΔE to the lowest compared entry with this formula, charge and spin: 32.88 kcal per mole
HOMO energy (spin up / spin down): -4.220 / -4.198 eV

```
! RIJCOSX wB97M-V def2-TZVPD def2/J DEFGRID3
* xyz -1 2
Ir 1.3295 0.5090 -0.8540
S 3.5520 4.6270 -1.5967
Sb 2.7781 2.8950 -2.8758
S 0.4861 2.3929 -1.9607
S 3.5536 0.9092 -1.5983
N -5.1446 1.0673 4.3757
C -4.1009 0.4164 3.7275
C -3.4856 0.9980 2.6166
C -2.4856 0.3261 1.9396
C -2.0877 -0.9294 2.3712
C -2.6845 -1.5173 3.4749
C -3.6909 -0.8518 4.1487
S -0.7948 -1.8159 1.5273
O -0.1157 -2.6121 2.5216
O -1.3682 -2.5002 0.4030
N 0.1687 -0.6451 0.9533
C 0.9243 0.0807 1.8012
S 1.0541 0.0053 3.5388
C 2.2085 1.3123 3.4884
C 2.4409 1.6882 2.2172
N 1.7085 1.0080 1.2800
H -5.1851 2.0631 4.2440
H -5.3249 0.7758 5.3203
H -3.7909 1.9869 2.2953
H -1.9996 0.7756 1.0825
H -2.3347 -2.4885 3.8006
H -4.1614 -1.3011 5.0156
H 2.6539 1.6879 4.3934
H 3.1224 2.4562 1.8825
Cl 3.2656 -0.3625 -7.3829
C 2.4675 -0.6506 -5.8643
C 1.2381 -0.0602 -5.6139
C 0.6223 -0.2719 -4.3975
C 1.2198 -1.0531 -3.3966
C 0.6112 -1.2001 -2.0778
C 2.4402 -1.6697 -3.7077
C 3.0673 -1.4656 -4.9191
H 0.7720 0.5582 -6.3689
H -0.3308 0.1969 -4.1872
H 0.9313 -2.0639 -1.5006
H -0.4652 -1.0622 -2.0317
H 2.9086 -2.2956 -2.9579
H 4.0266 -1.9193 -5.1277
*
```

Löwdin atomic charge list, values in e, 6 entries: 0.663, -0.434, 0.125, -0.099, -0.118, 0.089

---

(5)
C16H14ClNO2 | ωB97M-V with the def2-TZVPD basis set

Kohn-Sham gap: 8.79 eV
HOMO energy: -8.335 eV

```
! RIJCOSX wB97M-V def2-TZVPD def2/J DEFGRID3
* xyz 0 1
O -0.1860 -3.4441 0.9854
C -0.4041 -2.3150 0.5904
C 0.6120 -1.2839 0.5677
C 0.3742 -0.0130 0.1775
N 1.3284 0.9666 0.1068
C 2.7132 0.8497 0.1026
C 3.4734 1.9145 0.5895
C 4.8528 1.8550 0.5709
C 5.5054 0.7446 0.0633
C 4.7464 -0.2972 -0.4461
Cl 5.5377 -1.6758 -1.1233
C 3.3636 -0.2575 -0.4391
C -1.0047 0.4441 -0.2028
C -2.0818 -0.4491 0.4200
C -3.4400 -0.0625 -0.0665
C -4.5887 0.2404 0.6026
C -5.5692 0.5025 -0.3867
C -4.9436 0.3394 -1.5812
O -3.6559 -0.0020 -1.3999
C -1.7713 -1.9064 0.0691
H 1.5896 -1.5846 0.9112
H 0.9867 1.9176 0.1330
H 2.9745 2.7867 0.9868
H 5.4290 2.6813 0.9581
H 6.5815 0.6898 0.0515
H 2.8004 -1.0660 -0.8739
H -1.1584 1.4828 0.1038
H -1.1022 0.4040 -1.2929
H -2.0656 -0.3340 1.5086
H -4.7219 0.2721 1.6646
H -6.5921 0.7730 -0.2245
H -5.2871 0.4335 -2.5921
H -2.5232 -2.5796 0.4833
H -1.7728 -2.0266 -1.0179
*
```

Löwdin atomic charge list, values in e, 6 entries: 0.069, -0.415, 0.026, -0.230, 0.095, -0.235

---

(6)
C16H14CoIN2O5S4Sb | ωB97M-V with the def2-TZVPD basis set

Kohn-Sham gap (spin up / spin down): 6.78 / 7.16 eV
HOMO energy (spin up / spin down): -5.113 / -5.110 eV

```
! RIJCOSX wB97M-V def2-TZVPD def2/J DEFGRID3
* xyz -1 3
Co 0.3369 0.6126 -0.8605
O 2.5534 -1.4611 1.9107
C 2.1176 -1.0471 0.6299
O 0.9359 -0.3769 0.6721
C 3.1661 -0.1520 0.0551
O 2.7421 0.2963 -1.2566
C 2.7514 -0.7134 -2.2523
C 1.5994 -1.7555 -1.9877
O 1.5673 -2.7221 -2.9423
O 0.3477 -1.0643 -2.0230
H 1.8047 -1.4903 2.4542
H 3.2828 0.8003 0.7190
H 4.1728 -0.5591 -0.0438
H 2.6110 -0.2808 -3.2981
H 3.6400 -1.3651 -2.2750
S -1.6713 -4.0259 -3.2019
Sb -0.2957 -2.2935 -3.7292
S -0.2588 1.7259 -2.8165
S 1.9637 -2.5989 -0.4094
I -1.8728 3.4986 -2.8180
C 0.4728 2.2529 0.2118
C 1.7303 2.8998 -0.0050
C 1.9559 4.0353 0.7124
C 1.0995 4.4513 1.7012
C -0.0617 3.7153 1.9420
N -0.4243 2.6338 1.0984
H 2.4745 2.5436 -0.7391
H 2.8648 4.5359 0.4565
H 1.2771 5.3224 2.2465
H -0.8607 4.0132 2.6357
S -4.2979 0.7223 0.6403
C -2.7440 0.9766 -0.1272
N -1.8997 0.0417 -0.1429
C -2.4085 -1.0767 0.5377
C -1.7732 -2.2768 0.7273
C -2.3833 -3.3185 1.4038
C -3.6728 -3.1691 1.8332
C -4.3247 -1.9511 1.6487
C -3.7283 -0.9017 0.9850
H -2.6387 1.9607 -0.5671
H -0.7129 -2.3200 0.3321
H -1.8722 -4.2673 1.6139
H -4.2103 -3.9744 2.3409
H -5.3557 -1.8766 1.9872
*
```

Löwdin atomic charge list, values in e, 6 entries: 0.411, -0.009, -0.867, -0.219, -0.144, -0.198